1.
Computed, not measured: a cluster of 2 separate species, H2N3O2S in total at a distorted geometry, with wB97M-V/def2-TZVPD.

Charge: -1
Spin multiplicity: 3
E_LUMO (spin up / spin down): 4.0 / 2.5 eV
Energy above the lowest of the compared OMol25 structures with the same formula, charge and spin: 1.9242 eV
E_tot: -713.93383 Ha
Orbital gap (spin up / spin down): 6.80 / 6.39 eV

```
8
Properties=species:S:1:pos:R:3:forces:R:3
N 1.50709 -0.61954 -0.38561 2.5 2.4 0.2
N 0.29540 -0.68890 -0.23333 -1.8 -1.0 -0.4
N -0.41351 0.01359 0.69482 0.6 -0.4 0.8
O -0.62638 0.27637 -1.72840 0.3 0.5 -2.2
O -1.67010 -0.03136 0.71023 -1.3 -0.6 -1.7
S 0.31973 0.47614 2.03183 2.3 1.7 2.8
H 2.01509 0.26761 0.11603 -1.7 -2.4 -0.2
H -1.42731 0.30610 -1.20556 -0.8 -0.2 0.6
```
Forces are in eV/Å.

Quick look at the Mulliken charges, all values in e: -0.452 0.025 0.579 -0.493 -0.737 -0.518 0.218 0.378

=====

2.
Computed, not measured: a structure of composition C31H37N5Sn at a distorted geometry, with wB97M-V/def2-TZVPD.

Charge: -2
E_LUMO (spin up / spin down): 4.2 / 4.3 eV
Energy above the lowest of the compared OMol25 structures with the same formula, charge and spin: 0.1244 eV
E_tot: -1691.30994 Ha
Orbital gap (spin up / spin down): 3.27 / 2.15 eV

```
74
Properties=species:S:1:pos:R:3:forces:R:3
Sn -0.18425 0.99269 0.72078 -2.5 -0.7 1.1
N -0.92153 3.11364 1.15238 0.8 -1.4 0.4
N -0.49875 2.30348 -1.91090 2.5 -1.6 -0.8
C -1.38511 -2.28393 0.98614 -0.9 0.7 0.8
C -2.55677 -1.60592 0.53859 0.8 0.2 1.2
C -3.01919 -0.78262 1.60218 1.1 -0.8 0.1
C -4.18172 0.13034 1.58350 -0.4 0.3 0.1
H -4.69495 0.08759 0.61639 0.0 0.1 0.1
H -3.88124 1.17375 1.77325 -0.2 -0.1 -0.1
H -4.90762 -0.13866 2.36696 -0.1 0.1 -0.1
C -2.16166 -0.98096 2.71883 0.3 -0.6 -1.2
C -2.29276 -0.31431 4.03326 -0.2 0.1 0.4
H -2.99222 -0.86265 4.68592 0.0 0.2 0.2
H -2.67816 0.71003 3.92766 0.1 -0.1 0.1
H -1.33050 -0.26391 4.55965 -0.1 0.1 0.0
C -1.16864 -1.93101 2.34780 -0.9 0.8 -0.8
C -0.12845 -2.49253 3.23436 0.2 -0.2 0.2
H 0.14964 -1.78912 4.02715 0.1 -0.1 0.0
H 0.77665 -2.75289 2.67333 0.0 0.0 0.1
H -0.49090 -3.41021 3.72561 0.2 0.0 0.1
C -3.16319 -1.69075 -0.80567 -0.2 0.1 -0.5
H -4.26024 -1.69474 -0.73206 0.1 0.0 -0.2
H -2.85314 -2.61453 -1.30980 -0.1 0.1 -0.1
H -2.87122 -0.84268 -1.44852 -0.2 -0.1 0.0
C -0.52344 -3.18986 0.19347 0.3 -0.3 -0.2
H 0.49635 -2.77963 0.08050 -0.1 -0.2 -0.1
H -0.92469 -3.33386 -0.81861 0.1 -0.1 0.1
H -0.43294 -4.17993 0.67387 0.1 0.1 -0.2
C -0.81289 3.85827 2.28115 0.2 2.0 1.0
H -0.69598 3.31887 3.22945 -0.2 0.2 -0.3
C -0.83042 5.25559 2.24312 0.1 -1.8 0.9
H -0.76833 5.79828 3.18508 0.0 -0.1 -0.1
C -0.92414 5.92768 1.01805 0.2 1.6 0.3
H -0.86584 7.01415 0.96425 0.0 -0.2 0.1
C -1.08089 5.17207 -0.13097 -0.1 -2.6 -0.3
H -1.17058 5.59818 -1.12956 -0.1 -0.1 0.3
C -1.14317 3.75784 -0.03590 0.2 2.9 -0.8
C -1.45926 2.95150 -1.16860 -2.1 0.3 -0.4
H -2.46619 2.53440 -1.28240 0.3 0.0 0.0
C 0.36185 1.33161 -1.40937 -1.2 0.9 -2.5
C -0.38916 2.36372 -3.30467 -0.4 0.1 1.2
H -0.91376 3.10783 -3.87321 -0.1 0.1 0.1
C 0.37528 1.33583 -3.67763 0.2 -1.0 -0.3
H 0.61750 0.99034 -4.66281 0.2 -0.1 -0.1
N 0.75643 0.63488 -2.53354 0.4 1.0 0.0
C 1.31498 -0.67384 -2.60127 0.4 -0.2 -0.2
C 0.61450 -1.66845 -3.30097 0.4 0.0 0.3
C 1.22076 -2.91900 -3.46052 0.3 0.4 0.0
H 0.69116 -3.69614 -4.01790 0.1 0.2 0.2
C 2.50725 -3.16827 -2.97519 -0.3 0.2 0.2
C 3.17059 -4.49179 -3.22073 0.1 -0.2 0.0
H 3.23576 -5.09519 -2.30607 0.0 0.1 -0.1
H 4.19356 -4.34859 -3.58740 -0.1 -0.1 0.0
H 2.61194 -5.06927 -3.96322 0.1 0.0 0.1
C 3.16564 -2.16927 -2.25350 -0.2 0.2 -0.2
H 4.17384 -2.35791 -1.87428 -0.3 0.1 -0.1
C 2.58506 -0.90777 -2.06889 -0.1 -0.4 -0.2
C 3.32576 0.20126 -1.39717 0.5 0.1 0.4
H 3.49990 1.05573 -2.06790 -0.2 -0.2 0.1
H 4.30489 -0.16202 -1.05964 -0.2 0.1 0.0
H 2.78804 0.57707 -0.51591 0.2 0.0 -0.4
C -0.74072 -1.40727 -3.87581 -0.6 -0.2 -0.3
H -0.69641 -0.73735 -4.74684 -0.1 -0.2 0.3
H -1.43753 -0.97804 -3.13971 0.3 0.0 -0.2
H -1.17016 -2.35587 -4.21913 0.0 0.1 0.1
N 3.55573 0.62195 2.90131 -1.0 0.7 0.1
C 3.15929 1.74174 3.62880 0.2 -0.9 -0.8
C 1.98327 2.14275 3.08264 0.1 -0.6 -0.5
N 1.65216 1.27768 2.03753 1.2 0.1 0.2
C 2.62104 0.36089 1.97002 0.0 0.9 0.8
H 4.39167 0.06414 3.04201 0.6 -0.3 0.1
H 3.73072 2.15067 4.44189 0.1 -0.1 0.0
H 1.34393 2.96386 3.35518 0.1 0.0 -0.1
H 2.69356 -0.47961 1.28420 -0.1 0.2 0.3
```
Forces are in eV/Å.

Here are the Mulliken charges for atoms 1 to 8, given in e: 0.505 0.364 0.668 0.611 0.235 0.634 -1.621 0.433